18
Properties=species:S:1:pos:R:3:nbo_charge:R:1 method="wB97M-V/def2-TZVPD" homo_lumo_gap_ev=6.3 e_homo_ev=-2.422 e_above_lowest_ev=3.210 total_charge=-1
C -1.77 -0.76 -1.43 -0.01
O -0.57 -1.03 -0.85 -0.99
C -2.13 0.73 -1.39 -0.64
H -2.63 -1.31 -0.94 0.06
H -1.79 -1.08 -2.50 0.07
H -3.09 0.94 -1.88 0.16
H -1.33 1.30 -1.88 0.18
H -2.19 1.06 -0.35 0.18
C 1.47 -0.84 0.89 -0.12
O 2.72 -1.39 1.41 -0.76
C 1.18 0.42 1.64 -0.15
C 1.31 1.63 1.12 -0.40
H 0.67 -1.56 1.06 0.21
H 1.57 -0.64 -0.17 0.21
H 2.98 -2.07 0.81 0.46
H 0.87 0.32 2.67 0.17
H 1.12 2.52 1.71 0.17
H 1.60 1.76 0.09 0.19